No. 1
Formula: C5H11N3O
Source: the OMol25 dataset
Level of theory: wB97M-V/def2-TZVPD

Last column: natural (NBO) charge in e.
Geometry (Å):
C  1.9653  0.4199  -0.9262  -0.261
N  -0.1348  -0.7594  1.3769  -0.466
C  0.1298  -1.3171  0.2587  0.443
C  -0.4175  1.2480  -0.3993  0.508
N  -1.2633  -1.1535  2.0922  -0.709
N  0.0301  1.9565  0.6606  -0.866
C  0.1301  -2.4380  -0.4499  -0.638
C  -1.4877  1.3885  -1.1684  -0.547
O  0.5734  0.1099  -0.9321  -0.525
H  -1.2827  -0.7022  2.9971  0.382
H  -2.0332  -1.5234  1.5352  0.370
H  -0.2666  2.9168  0.7515  0.410
H  0.5252  1.4332  1.3705  0.430
H  2.2289  0.7748  -1.9213  0.186
H  2.5334  -0.4870  -0.7095  0.202
H  2.3013  1.1347  -0.1733  0.188
H  0.3586  -2.3969  -1.5031  0.220
H  0.0305  -3.3970  0.0321  0.227
H  -1.6012  0.8115  -2.0687  0.230
H  -2.3195  1.9807  -0.8230  0.214

As for the net charge: 0. For the orbital gap, the calculation gives 7.812 eV. Its calculated total energy is -436.41626 Ha. As for the highest occupied orbital energy: -6.839 eV. Its multiplicity is 1. The value obtained for the energy relative to the best compared isomer or geometry (same formula, charge and spin) is 605.89 kJ/mol.

No. 2
Formula: C26H38NO4S3Sn
Source: the OMol25 dataset
Level of theory: wB97M-V/def2-TZVPD

Last column: Mulliken charge in e.
Geometry (Å):
Sn  0.9972  0.0648  -0.8622  0.563
C  2.1191  -2.9312  1.0419  -0.258
C  2.8248  -1.7038  1.5731  -1.042
O  1.9354  -0.8337  2.2537  -0.085
C  1.6801  -1.2201  3.5942  -0.551
C  0.3414  -0.6632  4.0270  -0.896
O  -0.7347  -1.1174  3.2222  -0.195
C  -1.1343  -2.4562  3.4478  -0.484
C  -2.1004  -2.8646  2.3554  -0.979
O  -1.5045  -2.8636  1.0645  -0.378
C  -0.7143  -3.9974  0.7555  -0.791
C  0.2842  -3.6159  -0.3179  -0.453
O  1.1569  -2.5522  0.0636  -0.194
H  1.6282  -3.4537  1.8681  0.252
H  2.8478  -3.6192  0.5982  0.413
H  3.2517  -1.1327  0.7486  0.188
H  3.6462  -2.0171  2.2263  0.500
H  2.4605  -0.8290  4.2577  0.419
H  1.6918  -2.3103  3.6911  0.401
H  0.3499  0.4231  3.9220  0.261
H  0.1688  -0.9028  5.0823  0.524
H  -1.6336  -2.5449  4.4204  0.440
H  -0.2683  -3.1273  3.4592  0.300
H  -2.9229  -2.1501  2.3094  0.348
H  -2.5176  -3.8500  2.5849  0.526
H  -1.3445  -4.8056  0.3676  0.464
H  -0.2145  -4.3763  1.6516  0.364
H  -0.2436  -3.2605  -1.2030  -0.049
H  0.8691  -4.4997  -0.5952  0.528
C  3.3870  3.1502  0.2114  -0.069
C  2.2226  3.6564  1.0639  -0.987
S  0.6305  2.8012  0.8885  0.320
C  -0.3555  3.9010  -0.1488  -0.449
C  0.1268  4.0845  -1.5764  -0.917
S  0.3070  2.5112  -2.4685  0.176
C  1.8598  2.7711  -3.3730  -0.945
C  3.1695  2.6076  -2.6107  -0.027
S  3.5840  3.9191  -1.4232  -0.173
H  3.3449  2.0668  0.0973  -0.274
H  4.3119  3.3797  0.7423  0.513
H  2.0574  4.7242  0.9128  0.459
H  2.4843  3.5239  2.1149  0.491
H  -0.4260  4.8765  0.3357  0.692
H  -1.3525  3.4569  -0.1298  -0.220
H  1.0883  4.5901  -1.5975  0.342
H  -0.6004  4.6883  -2.1214  0.547
H  1.8013  3.7545  -3.8410  0.435
H  1.8245  2.0375  -4.1815  0.452
H  3.9790  2.6049  -3.3426  0.496
H  3.2097  1.6515  -2.0899  -0.206
N  -0.8068  -0.1422  0.5034  1.072
C  -1.9552  0.6037  0.0610  0.517
C  -2.5771  1.4658  0.9529  -0.702
C  -3.6527  2.2384  0.5436  -0.601
C  -4.0987  2.1469  -0.7661  -0.968
C  -3.4879  1.2632  -1.6427  -0.774
C  -2.4191  0.4570  -1.2497  0.366
C  -1.8309  -0.5229  -2.2064  0.780
C  -2.6864  -1.2002  -3.0756  -0.813
C  -2.1880  -2.0748  -4.0300  -0.819
C  -0.8218  -2.2823  -4.1320  -0.669
C  0.0313  -1.6266  -3.2528  -1.307
C  -0.4484  -0.7569  -2.2747  0.715
H  -0.9895  -1.1533  0.4833  -0.162
H  -0.5891  0.0514  1.4780  -0.115
H  -2.2083  1.5316  1.9701  0.411
H  -4.1318  2.9106  1.2430  0.432
H  -4.9247  2.7571  -1.1056  0.430
H  -3.8376  1.1998  -2.6649  0.595
H  -3.7566  -1.0527  -2.9991  0.530
H  -2.8693  -2.5910  -4.6935  0.424
H  -0.4253  -2.9545  -4.8821  0.429
H  1.0998  -1.8145  -3.3309  0.437

As for the net charge: +1. For the orbital gap, the calculation gives 8.556 eV. Its calculated total energy is -2777.88890 Ha. As for the highest occupied orbital energy: -10.557 eV. Its multiplicity is 1. The value obtained for the energy relative to the best compared isomer or geometry (same formula, charge and spin) is 0.00 kJ/mol.

No. 3
Formula: C2H15NO5
Source: the OMol25 dataset
Level of theory: wB97M-V/def2-TZVPD

Last column: natural (NBO) charge in e.
Geometry (Å):
C  -0.0309  -0.8289  2.2043  -0.608
C  0.7252  -0.2331  1.0038  -0.264
N  0.9926  -1.1137  0.0002  -0.322
H  0.1049  -0.1321  3.0312  0.222
H  -1.0926  -0.8544  1.9965  0.276
H  0.3219  -1.8072  2.5150  0.233
H  0.0541  0.6210  0.5327  0.489
H  1.6420  0.2399  1.3533  0.248
H  2.6171  0.1214  -2.2959  0.464
H  1.6242  -0.7085  -0.7245  0.436
O  1.7950  0.5133  -1.9643  -1.046
H  0.0839  -1.5247  -0.3727  0.468
H  -2.2098  -2.4445  -0.2397  0.476
O  -1.4989  -1.8094  -0.1234  -1.125
H  -1.3898  0.8428  -1.7290  0.473
H  0.0846  0.6981  -2.1795  0.486
O  -0.8325  0.7007  -2.5010  -0.982
H  -2.5970  0.9422  0.4566  0.488
H  -1.8064  -0.5190  -0.0371  0.505
O  -1.7295  0.5384  0.2883  -1.010
H  1.4871  1.7264  -0.8544  0.526
H  0.6163  2.9295  -0.3001  0.493
O  1.0384  2.1016  -0.0604  -0.925

As for the net charge: 0. For the orbital gap, the calculation gives 5.129 eV. Its calculated total energy is -515.89446 Ha. As for the highest occupied orbital energy: -9.739 eV. Its multiplicity is 1. The value obtained for the energy relative to the best compared isomer or geometry (same formula, charge and spin) is 697.35 kJ/mol.

No. 4
Formula: C4H10N2
Source: the OMol25 dataset
Level of theory: wB97M-V/def2-TZVPD

Last column: natural (NBO) charge in e.
Geometry (Å):
C  1.1698  1.9607  -2.5064  -0.717
C  0.3755  2.3419  -1.4630  0.157
N  0.8189  2.8355  -0.2227  -0.805
H  1.8414  1.1242  -2.4110  0.216
H  1.2986  2.6870  -3.3092  0.233
H  -0.6981  2.5275  -1.3511  0.156
H  1.7932  3.1017  -0.1948  0.374
H  0.3259  3.6456  0.1276  0.385
C  0.3434  -2.1441  0.8176  -0.517
C  -0.7936  -2.1036  1.5369  0.013
N  -1.8415  -2.9952  1.7591  -0.822
H  0.5433  -3.0214  0.2036  0.189
H  0.9643  -1.2656  0.7967  0.213
H  -0.8816  -1.2179  2.1656  0.177
H  -1.9055  -3.8524  1.2290  0.371
H  -2.7700  -2.6018  1.7687  0.376

As for the net charge: 0. For the orbital gap, the calculation gives 7.704 eV. Its calculated total energy is -267.76699 Ha. As for the SMILES: C=CN.C=CN. As for the highest occupied orbital energy: -7.159 eV. Its multiplicity is 1. The value obtained for the energy relative to the best compared isomer or geometry (same formula, charge and spin) is 415.72 kJ/mol.